No. 1
This record from OMol25 describes C10H18O5PtS2 as an isolated structure at a distorted geometry. The level of theory is ωB97M-V with the def2-TZVPD basis set.

Net charge: +2
DFT total energy in eV: -45798.01936
ΔE to the lowest compared entry with this formula, charge and spin in kJ/mol: 91.3
Frontier orbital gap (spin up / spin down) in eV: 5.68 / 5.68
HOMO level (spin up / spin down) in eV: -15.1 / -15.1

Cartesian coordinates (Å):
Pt (0.208, 0.336, 0.507)
C (1.507, -3.135, -2.531)
C (1.308, -2.442, -1.239)
C (1.541, -3.161, 0.034)
O (1.653, -1.206, -1.181)
C (-1.401, -2.003, -1.028)
O (-1.909, -3.034, -1.129)
O (-1.315, -0.842, -0.890)
H (2.583, -3.289, -2.681)
H (1.129, -2.567, -3.387)
H (1.026, -4.112, -2.520)
H (2.609, -3.409, 0.074)
H (0.974, -4.090, 0.082)
H (1.300, -2.531, 0.892)
H (1.869, -0.885, -2.081)
C (-0.145, -0.697, 5.475)
O (0.872, -0.336, 4.501)
C (0.571, -0.080, 3.287)
S (-0.980, -0.129, 2.590)
S (1.804, 0.366, 2.188)
H (-0.346, -1.764, 5.408)
H (-1.060, -0.135, 5.301)
H (0.272, -0.460, 6.447)
C (-2.151, 3.161, -1.454)
C (-0.956, 3.463, -2.365)
C (0.121, 2.560, -1.782)
O (-0.163, 2.459, -0.359)
C (-1.472, 3.044, -0.102)
H (-2.631, 2.220, -1.733)
H (-2.896, 3.952, -1.470)
H (-0.659, 4.508, -2.261)
H (-1.144, 3.260, -3.416)
H (1.135, 2.937, -1.902)
H (0.047, 1.560, -2.230)
H (-1.292, 4.034, 0.321)
H (-2.004, 2.445, 0.635)

natural (NBO) atomic charge list, values in e, 2 entries:
1. Pt 0.627
2. C -0.771

No. 2
This record from OMol25 describes C10H19AlN2OP as an isolated structure at a distorted geometry. The level of theory is ωB97M-V with the def2-TZVPD basis set.

Net charge: -1
DFT total energy in eV: -31591.73242
ΔE to the lowest compared entry with this formula, charge and spin in kJ/mol: 0.0
Frontier orbital gap in eV: 7.05
HOMO level in eV: -4.2

Cartesian coordinates (Å):
N (-1.643, 2.502, -2.687)
P (-2.534, 2.573, -1.338)
Al (-1.210, 2.414, 0.662)
C (-1.265, 0.579, 1.482)
C (-0.293, 0.456, 2.664)
C (1.078, -0.028, 2.222)
N (1.106, -1.484, 1.948)
C (1.964, -1.892, 0.832)
C (1.366, -1.494, -0.481)
C (1.772, -0.332, -1.150)
C (1.100, 0.127, -2.283)
C (0.011, -0.586, -2.767)
C (-0.372, -1.772, -2.142)
C (0.308, -2.231, -1.018)
O (-0.133, -3.380, -0.384)
H (-0.681, 2.374, -2.405)
H (-3.596, 1.628, -1.378)
H (-3.290, 3.775, -1.366)
H (-1.815, 3.498, 1.717)
H (0.286, 2.855, 0.239)
H (-1.082, -0.216, 0.761)
H (-2.282, 0.417, 1.841)
H (-0.671, -0.209, 3.435)
H (-0.160, 1.444, 3.106)
H (1.344, 0.534, 1.335)
H (1.831, 0.208, 2.979)
H (1.452, -1.921, 2.790)
H (2.013, -2.977, 0.848)
H (2.988, -1.515, 0.911)
H (2.583, 0.229, -0.717)
H (1.398, 1.061, -2.723)
H (-0.558, -0.180, -3.582)
H (-1.230, -2.320, -2.499)
H (0.217, -4.138, -0.853)

natural (NBO) atomic charge list, values in e, 2 entries:
1. N -1.366
2. P 0.698

No. 3
This record from OMol25 describes C10H19CoNOSi as an isolated structure at a distorted geometry. The level of theory is ωB97M-V with the def2-TZVPD basis set.

Net charge: -2
DFT total energy in eV: -59715.31175
Frontier orbital gap (spin up / spin down) in eV: 4.51 / 5.05
⟨S²⟩: 3.802
HOMO level (spin up / spin down) in eV: 1.2 / 0.6
2S+1: 4

Cartesian coordinates (Å):
C (-0.445, 0.715, -2.969)
C (0.984, 1.000, -2.795)
C (1.106, 1.960, -1.778)
C (-0.172, 2.305, -1.296)
C (-1.151, 1.589, -2.027)
Co (-0.256, -0.579, -1.247)
N (-2.070, -0.929, -1.468)
C (-0.208, -2.164, -1.913)
C (1.190, -1.731, -1.777)
H (2.045, 2.460, -1.486)
H (1.766, 0.581, -3.426)
H (-0.402, 3.084, -0.561)
H (-2.226, 1.679, -1.952)
H (-0.890, 0.161, -3.775)
H (1.754, -1.626, -2.688)
H (-0.525, -2.795, -1.039)
H (-2.266, -1.542, -0.646)
H (1.763, -2.224, -1.006)
H (-0.517, -2.313, -2.974)
C (1.551, -0.851, 2.827)
Si (0.064, 0.028, 2.088)
C (-1.496, -0.863, 2.630)
C (0.040, 1.774, 2.780)
O (0.130, 0.105, 0.492)
H (1.497, -0.817, 3.922)
H (2.496, -0.375, 2.528)
H (1.599, -1.905, 2.529)
H (-1.552, -0.893, 3.723)
H (-2.391, -0.348, 2.254)
H (-1.524, -1.897, 2.259)
H (0.918, 2.348, 2.457)
H (-0.855, 2.318, 2.456)
H (0.041, 1.744, 3.876)

natural (NBO) atomic charge list, values in e, 2 entries:
1. C -0.453
2. C -0.325

No. 4
This record from OMol25 describes a 2-piece molecular cluster, C10H19N2P overall at a distorted geometry. The level of theory is ωB97M-V with the def2-TZVPD basis set.

DFT total energy in eV: -22941.84176
Frontier orbital gap (spin up / spin down) in eV: 7.27 / 7.77
⟨S²⟩: 2.032
HOMO level (spin up / spin down) in eV: -6.5 / -8.3
2S+1: 3

Cartesian coordinates (Å):
C (-1.600, -0.541, 0.036)
C (-0.836, 0.560, -0.288)
C (-0.945, -1.769, 0.406)
C (0.533, 0.797, -0.274)
C (-3.133, -0.523, -0.045)
C (-1.658, 1.601, -0.983)
C (-1.570, -3.107, 0.582)
C (1.171, 2.231, -0.488)
C (2.490, -1.294, -1.612)
C (1.840, 2.144, 2.755)
N (0.358, -1.814, 0.449)
N (2.662, -1.228, -0.158)
P (1.343, -0.540, 0.585)
H (-3.462, -1.553, 0.054)
H (-3.403, -0.101, -1.009)
H (-3.461, 0.034, 0.794)
H (-2.657, 1.831, -0.808)
H (-1.538, 1.681, -2.009)
H (-1.217, 2.622, -0.771)
H (-2.366, -3.055, 1.437)
H (-0.724, -3.676, 0.840)
H (-2.057, -3.581, -0.331)
H (0.774, 2.915, -1.275)
H (2.176, 2.150, -0.416)
H (0.787, 2.845, 0.513)
H (3.489, -1.539, -2.090)
H (1.726, -2.159, -1.710)
H (2.246, -0.307, -2.059)
H (1.952, 1.218, 3.246)
H (2.576, 2.576, 2.128)
H (0.886, 2.462, 2.396)
H (3.618, -0.880, 0.105)

natural (NBO) atomic charge list, values in e, 2 entries:
1. C -0.061
2. C -0.020

No. 5
This record from OMol25 describes C10H19N2Tl as an isolated structure at a distorted geometry. The level of theory is ωB97M-V with the def2-TZVPD basis set.

Net charge: +2
DFT total energy in eV: -18332.32667
ΔE to the lowest compared entry with this formula, charge and spin in kJ/mol: 0.0
Frontier orbital gap (spin up / spin down) in eV: 4.79 / 4.83
HOMO level (spin up / spin down) in eV: -15.7 / -15.7

Cartesian coordinates (Å):
C (0.607, -2.844, 2.007)
C (0.698, -3.401, 0.787)
H (-0.212, -3.067, 2.701)
H (1.394, -2.161, 2.371)
H (1.566, -3.186, 0.139)
H (-0.046, -4.104, 0.398)
Tl (-0.007, -0.406, 0.069)
C (1.640, 2.471, 0.375)
C (2.534, 1.439, -0.031)
C (1.299, 2.081, -1.872)
C (0.909, 2.906, -0.772)
H (3.285, 0.950, 0.598)
H (2.809, 0.426, -2.020)
H (0.917, 2.156, -2.891)
C (2.301, 1.175, -1.413)
H (0.212, 3.746, -0.812)
H (1.553, 2.888, 1.379)
N (-2.154, 0.814, 1.293)
C (-3.395, 0.051, 1.019)
C (-4.019, 0.314, -0.349)
C (-3.131, 0.436, -1.584)
N (-2.097, -0.622, -1.721)
H (-2.246, 1.792, 1.019)
H (-1.960, 0.799, 2.298)
H (-3.160, -1.017, 1.133)
H (-4.153, 0.301, 1.781)
H (-4.747, -0.492, -0.511)
H (-4.586, 1.252, -0.294)
H (-3.801, 0.387, -2.458)
H (-2.621, 1.412, -1.604)
H (-1.589, -0.471, -2.592)
H (-2.545, -1.536, -1.806)

natural (NBO) atomic charge list, values in e, 2 entries:
1. C -0.400
2. C -0.397

No. 6
This record from OMol25 describes one molecule with the formula C10H19N3O4 at a distorted geometry. The level of theory is ωB97M-V with the def2-TZVPD basis set.

DFT total energy in eV: -23339.59081
SMILES string: CC[C@H](C)[C@H](NC(=O)[C@@H](N)CC(N)=O)C(=O)O
ΔE to the lowest compared entry with this formula, charge and spin in kJ/mol: 111.3
Frontier orbital gap in eV: 10.19
HOMO level in eV: -9.7

Cartesian coordinates (Å):
C (0.163, 2.176, -0.630)
C (0.875, 1.213, 0.286)
C (0.191, 1.795, -2.145)
C (1.554, 1.339, -2.628)
C (-1.008, -0.398, 0.543)
C (-1.772, -0.066, 1.776)
C (-1.133, -1.919, 0.187)
C (-0.571, -2.087, -1.241)
C (-0.213, -2.816, 1.084)
C (-0.477, -2.784, 2.620)
H (1.856, 3.217, -0.015)
H (0.424, 3.922, 0.333)
H (-0.920, 2.351, -0.373)
H (-0.507, 0.957, -2.299)
H (-0.017, 2.716, -2.668)
H (3.350, 2.166, -3.000)
H (2.138, 3.234, -2.331)
H (0.883, -0.495, 1.396)
H (-1.516, 0.216, -0.198)
H (-2.188, -2.163, 0.235)
H (-1.225, -1.797, -2.121)
H (-0.255, -3.171, -1.336)
H (0.370, -1.518, -1.374)
H (-0.405, -3.830, 0.751)
H (0.853, -2.735, 0.871)
H (0.130, -2.096, 3.218)
H (-0.368, -3.790, 3.059)
H (-1.514, -2.523, 2.809)
H (-2.010, 0.882, 3.312)
N (0.900, 3.487, -0.443)
N (2.382, 2.425, -2.872)
N (0.381, 0.008, 0.663)
O (1.961, 1.548, 0.716)
O (1.856, 0.184, -2.779)
O (-2.924, -0.410, 1.886)
O (-1.241, 0.764, 2.710)

natural (NBO) atomic charge list, values in e, 2 entries:
1. C -0.146
2. C 0.671

No. 7
This record from OMol25 describes one molecule with the formula C10H19N3O4 at a distorted geometry. The level of theory is ωB97M-V with the def2-TZVPD basis set.

DFT total energy in eV: -23337.32921
SMILES string: CC(C)C[C@H](NC(=O)[C@@H](N)CC(N)=O)C(=O)O
ΔE to the lowest compared entry with this formula, charge and spin in kJ/mol: 329.5
Frontier orbital gap in eV: 9.63
HOMO level in eV: -9.2

Cartesian coordinates (Å):
C (-1.729, -1.639, -0.340)
C (-0.341, -1.148, -0.089)
C (-2.842, -1.009, 0.481)
C (-3.174, 0.319, -0.145)
C (0.897, 0.876, 0.469)
C (0.578, 2.322, 0.097)
C (2.135, 0.456, -0.339)
C (2.955, -0.928, -0.291)
C (4.228, -0.500, -0.984)
C (3.333, -1.510, 1.184)
H (-2.413, -3.717, -0.453)
H (-1.485, -3.296, 0.809)
H (-1.931, -1.479, -1.465)
H (-2.698, -1.034, 1.555)
H (-3.721, -1.556, 0.144)
H (-3.421, 1.108, 1.798)
H (-3.301, 2.241, 0.397)
H (-1.011, 0.806, -0.124)
H (0.945, 0.766, 1.498)
H (1.796, 0.617, -1.378)
H (2.848, 1.154, -0.062)
H (2.438, -1.788, -0.751)
H (5.188, -1.219, -1.020)
H (4.647, 0.422, -0.495)
H (4.039, -0.145, -2.027)
H (3.583, -0.497, 1.668)
H (4.142, -2.279, 1.205)
H (2.426, -1.986, 1.570)
H (1.301, 4.029, -0.024)
N (-1.537, -3.120, -0.168)
N (-2.993, 1.352, 0.854)
N (-0.285, 0.189, -0.017)
O (0.508, -1.917, 0.211)
O (-3.649, 0.565, -1.204)
O (-0.530, 2.630, -0.162)
O (1.682, 3.156, 0.182)

natural (NBO) atomic charge list, values in e, 2 entries:
1. C -0.144
2. C 0.670